The following is a DFT calculation (ωB97M-V with the def2-TZVPD basis set) of an isolated ion of composition C11H14N and charge +1 at a distorted geometry.

Each line ends with the Mulliken charge.
Positions of all 26 atoms, in Å:
N (-1.21, 1.93, -1.98)  0.001
C (0.15, 0.19, 2.24)  -0.786
C (0.54, 0.24, -2.16)  -0.371
C (-0.31, 1.26, -2.68)  -0.338
C (1.95, -1.53, -0.76)  -0.774
C (-0.92, -0.72, 1.81)  -0.701
C (0.53, -1.15, 1.59)  1.400
C (-1.84, 2.23, -0.90)  0.056
C (0.89, -0.47, -0.98)  0.015
C (-2.23, 2.97, -2.10)  -0.588
C (1.11, -2.25, 2.46)  -1.536
C (1.02, -1.06, 0.27)  0.297
H (-3.14, 2.70, -2.63)  0.254
H (0.38, 0.27, 3.30)  0.292
H (1.17, -0.12, -2.97)  0.329
H (-0.24, 1.50, -3.72)  0.397
H (1.83, -2.53, -1.16)  0.254
H (2.99, -1.23, -0.70)  0.241
H (2.20, -2.22, 2.44)  0.398
H (0.79, -3.23, 2.10)  0.353
H (-1.90, 3.99, -2.26)  0.261
H (0.36, 1.09, 1.68)  0.235
H (0.77, -2.14, 3.49)  0.415
H (-1.50, -0.48, 0.93)  0.186
H (-1.46, -1.28, 2.55)  0.310
H (-1.92, 2.02, 0.14)  0.402

Output
- Multiplicity: 1
- Frontier orbital gap (spin up / spin down): 6.45 / 6.45 eV
- Net charge: +1
- SMILES string: CC1(C2=C(/C=C\[N+]3=CC3)C2)CC1